(1)
# C28H78Cl4O23

14 unconnected molecules or ions with the total composition C28H78Cl4O23 (ωB97M-V with the def2-TZVPD basis set, OMol25).

```
! RIJCOSX wB97M-V def2-TZVPD def2/J DEFGRID3
* xyz 0 1
C 12.42 4.98 -29.58
C 12.16 6.40 -29.90
C 13.55 7.00 -30.26
O 14.35 5.73 -30.41
C 13.90 4.86 -29.38
H 12.07 4.25 -30.30
H 11.90 4.79 -28.64
H 11.83 7.01 -29.06
H 11.41 6.54 -30.68
H 14.14 7.47 -29.47
H 13.57 7.72 -31.08
H 14.31 5.21 -28.43
H 14.30 3.87 -29.60
C 9.81 8.11 -26.42
C 10.39 6.77 -25.87
O 11.82 6.76 -25.86
O 10.14 9.22 -25.66
H 8.74 8.09 -26.64
H 10.31 8.37 -27.36
H 9.91 5.98 -26.45
H 10.05 6.54 -24.86
H 12.05 5.82 -25.81
H 11.08 9.28 -25.79
C 8.71 4.19 -21.88
C 8.43 4.89 -20.54
O 8.30 3.95 -19.48
O 10.05 3.55 -21.87
H 8.74 4.90 -22.71
H 7.95 3.46 -22.17
H 7.45 5.37 -20.64
H 9.14 5.68 -20.30
H 8.80 3.16 -19.69
H 10.67 4.21 -21.56
C 13.04 1.73 -20.05
C 13.71 1.94 -18.64
O 14.50 3.12 -18.66
O 13.86 1.16 -21.08
H 12.65 2.69 -20.40
H 12.22 1.02 -19.96
H 14.30 1.05 -18.42
H 12.96 2.12 -17.88
H 15.07 3.01 -17.89
H 13.55 1.43 -21.95
C 15.15 6.68 -22.75
C 15.16 8.21 -22.70
O 15.94 8.76 -21.72
O 14.71 6.07 -21.48
H 16.13 6.27 -23.02
H 14.43 6.26 -23.45
H 14.10 8.46 -22.60
H 15.49 8.62 -23.66
H 15.83 9.71 -21.64
H 15.51 6.04 -20.95
C 8.23 2.43 -25.91
C 9.49 1.47 -25.99
O 10.39 1.99 -25.02
O 8.56 3.73 -26.45
H 7.84 2.55 -24.90
H 7.44 1.96 -26.50
H 9.93 1.50 -26.99
H 9.16 0.45 -25.81
H 10.00 1.70 -24.19
H 7.92 4.33 -26.06
C 13.82 9.56 -27.05
C 15.01 8.61 -26.71
O 14.55 7.34 -26.39
O 12.93 9.51 -25.93
H 13.31 9.05 -27.87
H 14.17 10.52 -27.40
H 15.55 8.94 -25.82
H 15.72 8.65 -27.53
H 13.76 7.47 -25.86
H 13.25 10.09 -25.22
C 11.80 5.21 -19.45
C 11.58 6.71 -19.05
O 11.32 6.81 -17.65
O 12.06 5.14 -20.81
H 10.96 4.55 -19.22
H 12.65 4.85 -18.89
H 10.77 7.11 -19.66
H 12.48 7.28 -19.29
H 10.66 7.47 -17.43
H 12.96 5.41 -21.00
C 18.50 3.61 -21.36
C 17.06 3.38 -20.79
O 16.58 4.30 -19.88
O 18.58 4.77 -22.14
H 18.67 2.77 -22.04
H 19.24 3.67 -20.57
H 16.98 2.36 -20.43
H 16.35 3.38 -21.62
H 15.78 3.93 -19.50
H 18.19 5.50 -21.65
C 18.78 5.39 -27.97
C 17.51 6.17 -27.62
O 16.46 5.33 -27.13
O 19.50 5.31 -26.76
H 19.32 5.96 -28.72
H 18.58 4.40 -28.39
H 17.15 6.65 -28.53
H 17.77 6.96 -26.92
H 15.82 5.90 -26.69
H 19.02 4.79 -26.11
C 13.15 3.79 -25.39
C 13.40 3.71 -23.88
O 12.93 2.38 -23.42
O 11.79 4.14 -25.59
H 13.44 2.90 -25.96
H 13.86 4.52 -25.77
H 12.89 4.52 -23.37
H 14.47 3.77 -23.68
H 12.02 2.35 -23.72
H 11.28 3.35 -25.40
C 17.62 2.60 -24.49
C 17.13 2.08 -25.85
O 16.07 2.87 -26.39
O 18.15 3.86 -24.71
H 18.36 1.87 -24.15
H 16.76 2.64 -23.82
H 16.87 1.03 -25.74
H 18.00 2.06 -26.51
H 16.34 3.78 -26.47
H 18.26 4.20 -23.82
C 14.45 1.12 -28.88
Cl 15.28 0.99 -30.50
Cl 12.73 1.35 -29.03
H 14.52 0.16 -28.35
H 14.92 1.87 -28.25
C 12.88 -0.38 -25.30
Cl 12.33 -0.83 -23.67
Cl 14.57 -0.97 -25.43
H 12.25 -0.83 -26.08
H 12.98 0.69 -25.45
*
```

Results
E_tot   -4684.69798 Eh



(2)
# C28H78F3O14

13 unconnected molecules or ions with the total composition C28H78F3O14 (ωB97M-V with the def2-TZVPD basis set, OMol25).

```
! RIJCOSX wB97M-V def2-TZVPD def2/J DEFGRID3
* xyz -1 1
C -18.78 5.93 0.84
O -17.61 6.57 0.23
O -19.21 5.05 -0.05
C -18.31 5.46 2.23
F -17.25 4.64 2.22
F -17.97 6.49 3.07
F -19.35 4.82 2.85
C -17.43 7.95 0.40
C -16.00 8.34 0.03
H -15.27 7.87 0.68
H -15.82 8.19 -1.04
H -15.83 9.42 0.13
H -17.54 8.37 1.41
H -18.20 8.49 -0.17
H -19.56 6.70 0.97
C -14.00 7.13 3.32
C -14.90 6.07 3.93
O -14.14 5.43 4.98
H -13.21 6.64 2.75
H -13.50 7.81 4.01
H -14.66 7.76 2.71
H -15.16 5.35 3.16
H -15.81 6.44 4.40
H -14.56 5.61 5.83
C -22.41 4.17 3.57
C -22.98 2.91 2.92
O -22.57 1.72 3.62
H -23.15 4.98 3.61
H -21.51 4.57 3.11
H -22.17 4.02 4.63
H -22.62 2.88 1.90
H -24.07 2.97 2.90
H -23.24 1.58 4.29
C -14.34 11.49 -1.47
C -13.09 12.16 -0.84
O -13.36 13.33 -0.11
H -14.96 12.26 -1.91
H -14.89 11.09 -0.61
H -14.06 10.68 -2.14
H -12.52 12.44 -1.74
H -12.50 11.46 -0.26
H -13.74 14.00 -0.68
C -20.01 9.94 1.36
C -21.37 10.63 1.35
O -22.17 10.25 2.47
H -19.50 10.22 2.28
H -19.41 10.28 0.51
H -20.04 8.86 1.30
H -21.87 10.29 0.44
H -21.26 11.72 1.34
H -23.04 10.65 2.47
C -17.05 6.81 -2.69
C -15.83 6.22 -3.37
O -15.47 7.10 -4.42
H -16.79 7.81 -2.31
H -17.45 6.28 -1.82
H -17.86 7.01 -3.39
H -16.15 5.24 -3.76
H -15.06 6.03 -2.61
H -14.62 6.79 -4.75
C -16.27 11.99 3.71
C -16.08 11.92 2.18
O -17.13 11.09 1.64
H -16.63 11.04 4.08
H -17.11 12.66 3.89
H -15.30 12.26 4.11
H -15.16 11.34 2.05
H -15.97 12.89 1.70
H -17.00 11.23 0.69
C -17.90 3.00 -3.88
C -19.12 3.80 -3.44
O -19.62 3.11 -2.30
H -18.11 1.94 -3.97
H -17.11 3.25 -3.17
H -17.56 3.38 -4.85
H -19.88 3.74 -4.23
H -18.85 4.84 -3.30
H -19.74 3.77 -1.61
C -18.46 10.82 -2.32
C -18.37 11.85 -3.42
O -16.98 11.98 -3.82
H -19.41 10.80 -1.80
H -17.66 11.10 -1.63
H -18.05 9.87 -2.68
H -18.58 12.89 -3.15
H -18.93 11.62 -4.33
H -16.79 11.28 -4.45
C -20.11 6.72 5.36
C -21.04 7.50 4.44
O -20.40 8.77 4.22
H -20.21 5.63 5.37
H -20.08 7.08 6.39
H -19.07 6.88 5.05
H -22.01 7.69 4.89
H -21.06 6.96 3.49
H -21.10 9.35 3.87
C -22.41 5.49 0.16
C -22.53 5.99 -1.24
O -21.23 6.23 -1.79
H -21.99 6.18 0.89
H -21.81 4.57 0.19
H -23.34 5.09 0.57
H -23.12 6.91 -1.33
H -22.98 5.29 -1.95
H -20.56 6.16 -1.08
C -13.68 3.98 -0.17
C -14.74 5.06 -0.24
O -15.82 4.58 -1.01
H -14.05 3.15 0.43
H -12.69 4.29 0.19
H -13.37 3.59 -1.15
H -14.31 5.96 -0.71
H -15.16 5.44 0.70
H -16.60 5.12 -0.82
C -12.25 7.46 -0.92
C -12.69 7.84 -2.33
O -12.00 9.01 -2.74
H -12.80 6.60 -0.53
H -12.45 8.33 -0.29
H -11.20 7.13 -0.87
H -13.75 8.11 -2.30
H -12.54 7.02 -3.04
H -11.06 8.89 -2.87
*
```

Results
E_tot   -2466.45430 Eh



(3)
# C28H78N15O7P4

7 unconnected molecules or ions with the total composition C28H78N15O7P4 (ωB97M-V with the def2-TZVPD basis set, OMol25).

```
! RIJCOSX wB97M-V def2-TZVPD def2/J DEFGRID3
* xyz -1 1
N -22.00 21.08 18.11
O -22.27 21.31 19.30
O -21.05 20.56 17.71
O -22.80 21.63 17.39
O -23.32 24.30 19.45
P -22.22 25.24 19.25
N -20.99 25.01 20.37
C -21.17 24.32 21.65
C -19.59 25.58 20.10
N -22.58 26.89 19.31
C -23.60 27.28 20.32
C -21.58 27.89 19.06
N -21.51 25.16 17.70
C -22.15 25.78 16.54
C -20.48 24.18 17.32
H -22.07 24.71 22.13
H -20.20 24.41 22.15
H -21.48 23.30 21.44
H -19.14 26.20 20.88
H -19.44 26.13 19.16
H -18.96 24.75 19.79
H -24.21 26.42 20.59
H -23.14 27.79 21.17
H -24.28 28.06 19.97
H -21.06 27.76 18.12
H -22.04 28.88 19.10
H -20.73 27.83 19.74
H -21.44 26.34 15.91
H -22.65 25.05 15.90
H -22.88 26.55 16.80
H -19.60 24.68 16.91
H -20.92 23.53 16.56
H -20.11 23.59 18.16
O -24.10 19.94 21.52
P -23.36 19.14 22.55
N -24.43 18.57 23.74
C -24.86 19.60 24.77
C -25.51 17.67 23.30
N -22.18 19.92 23.43
C -21.59 19.38 24.62
C -21.27 20.94 22.89
N -22.52 17.81 21.93
C -21.74 17.87 20.68
C -21.99 16.79 22.87
H -25.58 19.17 25.47
H -25.22 20.54 24.36
H -23.99 19.81 25.40
H -26.13 17.28 24.10
H -25.07 16.77 22.85
H -26.13 18.20 22.58
H -20.61 18.94 24.48
H -21.50 20.21 25.32
H -22.25 18.60 25.00
H -21.12 21.72 23.64
H -20.32 20.56 22.53
H -21.70 21.36 21.98
H -21.84 16.94 20.13
H -22.19 18.66 20.08
H -20.68 18.09 20.83
H -22.66 16.70 23.73
H -21.05 17.24 23.19
H -21.81 15.84 22.38
O -15.69 20.70 22.94
P -16.34 20.15 21.68
N -17.69 21.09 21.22
C -17.80 22.48 21.62
C -18.55 20.74 20.11
N -16.81 18.50 21.87
C -15.80 17.47 21.93
C -18.04 18.18 22.57
N -15.36 20.20 20.28
C -13.96 20.74 20.28
C -15.62 19.43 19.02
H -16.89 22.75 22.16
H -18.76 22.66 22.09
H -17.93 23.10 20.74
H -18.25 21.25 19.19
H -19.51 21.14 20.45
H -18.66 19.68 19.92
H -16.22 16.47 21.80
H -15.01 17.63 21.19
H -15.22 17.57 22.85
H -17.96 18.25 23.66
H -18.83 18.86 22.27
H -18.43 17.19 22.32
H -13.77 21.35 21.16
H -13.33 19.86 20.44
H -13.74 21.33 19.39
H -15.10 18.49 19.23
H -15.18 19.98 18.18
H -16.68 19.23 18.86
O -24.77 19.23 18.35
P -24.96 17.94 17.65
N -26.36 17.75 16.67
C -26.44 16.63 15.74
C -27.61 18.15 17.16
N -25.12 16.65 18.72
C -25.00 15.18 18.40
C -25.56 16.86 20.12
N -23.57 17.58 16.63
C -23.38 18.29 15.33
C -22.31 17.21 17.31
H -25.46 16.61 15.27
H -27.19 16.92 15.00
H -26.71 15.69 16.24
H -28.18 17.25 17.38
H -28.01 18.85 16.43
H -27.44 18.73 18.07
H -24.66 15.11 17.37
H -24.34 14.65 19.08
H -25.95 14.63 18.45
H -24.86 17.58 20.54
H -26.56 17.28 20.23
H -25.48 15.94 20.70
H -24.13 18.04 14.58
H -23.39 19.38 15.47
H -22.39 18.05 14.93
H -21.90 18.12 17.74
H -21.62 16.87 16.54
H -22.46 16.52 18.14
C -19.18 19.33 15.41
C -17.78 18.99 15.74
N -16.68 18.69 15.99
H -19.41 20.31 15.83
H -19.80 18.57 15.89
H -19.38 19.27 14.34
C -22.79 21.89 14.36
C -22.60 22.78 13.16
N -22.39 23.43 12.24
H -22.66 22.64 15.14
H -21.92 21.24 14.43
H -23.71 21.31 14.43
*
```

Results
E_tot   -3827.09076 Eh



no.,lowest unoccupied orbital energy (Ha),HOMO (hartree)
1,0.0042,-0.33658
2,0.0800,-0.19469
3,0.0854,-0.15993